Entry 1:
A molecular structure, C9H11NO2 in a non-equilibrium geometry. Source: OMol25; level of theory: ωB97M-V/def2-TZVPD.

Values from the calculation:
DFT total energy in eV: -15088.73056
Gap between HOMO and LUMO in eV: 8.68
Energy relative to the best compared isomer or geometry (same formula, charge and spin) in eV: 8.454
Highest occupied orbital energy in eV: -8.6

Positions of all 23 atoms, in Å:
1 C 3.265 0.364 -1.339
2 C 1.115 -0.003 -0.396
3 C 1.566 0.021 0.915
4 C 0.665 0.081 1.901
5 C -0.693 -0.133 1.901
6 C -1.141 -0.154 0.609
7 C -2.672 -0.112 0.509
8 C -0.364 0.047 -0.508
9 C -0.654 0.150 -1.975
10 H 4.236 0.164 -0.134
11 H 3.635 -0.083 -2.473
12 H 3.482 1.765 -1.479
13 H 2.492 0.228 1.413
14 H 1.144 0.473 2.867
15 H -1.318 0.242 2.896
16 H -2.826 -1.605 1.983
17 H -4.359 -1.530 0.920
18 H -1.798 0.144 -2.218
19 H -0.263 -0.727 -2.825
20 H -0.565 1.282 -2.375
21 N -3.294 -1.070 1.258
22 O 1.832 -0.144 -1.441
23 O -3.486 0.604 -0.007

=====

Entry 2:
C9H11NO4 in the gas phase in a non-equilibrium geometry. Source: OMol25; level of theory: ωB97M-V/def2-TZVPD.

Values from the calculation:
SMILES string: CCCO[C@H]1C=CC=C2O[C@@]21[N+](=O)[O-]
DFT total energy in eV: -19182.02870
Gap between HOMO and LUMO in eV: 8.50
Energy relative to the best compared isomer or geometry (same formula, charge and spin) in eV: 10.302
Highest occupied orbital energy in eV: -9.1

Positions of all 25 atoms, in Å:
1 C 2.347 -2.093 -0.820
2 C 3.031 -1.990 0.428
3 C 1.175 -1.489 -1.203
4 C 2.755 -0.895 1.146
5 C 0.539 -0.528 -0.240
6 C 1.626 0.228 0.485
7 C -3.790 1.136 0.488
8 C -2.655 0.493 -0.165
9 C -1.256 1.018 0.058
10 N 2.223 1.397 -0.097
11 O 1.798 1.774 -1.182
12 O 3.162 1.901 0.493
13 O 2.058 0.025 1.856
14 O -0.374 0.300 -0.839
15 H 2.715 -2.870 -1.488
16 H 3.944 -2.471 0.657
17 H 0.545 -1.527 -2.207
18 H 0.030 -1.020 0.558
19 H -4.209 0.667 1.508
20 H -3.489 2.142 0.704
21 H -4.744 0.962 -0.050
22 H -2.852 0.433 -1.286
23 H -2.453 -0.510 0.159
24 H -1.085 2.130 -0.074
25 H -1.042 0.787 1.110

=====

Entry 3:
2 unconnected molecules or ions with the total composition C9H11O3 in a non-equilibrium geometry. Source: OMol25; level of theory: ωB97M-V/def2-TZVPD.

Values from the calculation:
Total charge: -1
DFT total energy in eV: -15655.37839
Gap between HOMO and LUMO in eV: 7.26
Energy relative to the best compared isomer or geometry (same formula, charge and spin) in eV: 0.922
Highest occupied orbital energy in eV: -3.8

Positions of all 23 atoms, in Å:
1 C -1.847 3.107 -0.565
2 C -0.770 3.804 0.318
3 O 0.389 3.134 0.508
4 O -1.088 4.850 0.824
5 H -2.148 2.136 -0.175
6 H -1.455 3.022 -1.576
7 H -2.685 3.808 -0.678
8 C 1.591 -3.521 -0.972
9 C -0.131 -0.003 0.958
10 C -0.141 -0.165 -0.465
11 C 0.218 -1.164 1.678
12 C 0.389 -1.280 -1.060
13 C 0.789 -2.300 1.092
14 C 0.887 -2.359 -0.285
15 O -0.533 1.074 1.588
16 H 0.134 2.255 1.157
17 H -0.541 0.561 -1.108
18 H 0.030 -1.082 2.756
19 H 0.322 -1.476 -2.113
20 H 1.163 -3.129 1.687
21 H 0.892 -4.356 -1.121
22 H 2.599 -3.719 -0.483
23 H 1.937 -3.195 -1.965

=====

Entry 4:
A molecular structure, C9H11O3 in a non-equilibrium geometry. Source: OMol25; level of theory: ωB97M-V/def2-TZVPD.

Values from the calculation:
Total charge: -1
DFT total energy in eV: -15655.86831
Gap between HOMO and LUMO in eV: 7.57
Energy relative to the best compared isomer or geometry (same formula, charge and spin) in eV: 0.432
Highest occupied orbital energy in eV: -4.1

Positions of all 23 atoms, in Å:
1 C -4.255 -0.936 -0.086
2 C -0.130 -0.213 0.899
3 C -0.502 -0.588 -0.407
4 C -1.120 -0.099 1.898
5 C -1.824 -0.849 -0.719
6 C -2.446 -0.326 1.553
7 C -2.798 -0.799 0.287
8 O 1.099 0.174 1.183
9 H 1.827 0.070 0.319
10 H 0.294 -0.667 -1.130
11 H -0.723 0.146 2.876
12 H -2.122 -0.904 -1.762
13 H -3.309 0.002 2.127
14 H -4.929 -0.329 0.529
15 H -4.675 -1.943 -0.016
16 H -4.380 -0.557 -1.106
17 C 4.934 1.054 -1.044
18 C 3.441 1.215 -0.764
19 O 2.843 0.118 -0.462
20 O 2.907 2.307 -0.890
21 H 5.439 1.934 -0.643
22 H 5.038 0.968 -2.124
23 H 5.389 0.220 -0.519

=====

Entry 5:
A molecular structure, C9H11O3 in a non-equilibrium geometry. Source: OMol25; level of theory: ωB97M-V/def2-TZVPD.

Values from the calculation:
Total charge: -1
DFT total energy in eV: -15655.70974
Gap between HOMO and LUMO in eV: 7.66
Energy relative to the best compared isomer or geometry (same formula, charge and spin) in eV: 0.591
Highest occupied orbital energy in eV: -4.3

Positions of all 23 atoms, in Å:
1 C 0.671 2.678 -2.833
2 C 0.899 -0.167 0.357
3 C 0.558 -0.606 -0.959
4 C 1.363 1.120 0.602
5 C 0.709 0.263 -2.026
6 C 1.357 2.012 -0.471
7 C 0.937 1.638 -1.746
8 O 0.825 -1.071 1.342
9 H -0.110 -0.801 1.949
10 H 0.346 -1.667 -0.930
11 H 1.534 1.405 1.629
12 H 0.532 0.019 -3.066
13 H 1.563 3.070 -0.319
14 H 0.179 3.554 -2.412
15 H 0.006 2.234 -3.573
16 H 1.629 2.986 -3.242
17 C -1.748 -2.913 1.877
18 C -1.964 -1.690 2.778
19 O -1.123 -0.726 2.656
20 O -2.924 -1.631 3.539
21 H -2.388 -2.783 0.999
22 H -2.068 -3.803 2.419
23 H -0.784 -3.121 1.429

=====

Entry 6:
A molecular structure, C9H11O3 in a non-equilibrium geometry. Source: OMol25; level of theory: ωB97M-V/def2-TZVPD.

Values from the calculation:
Total charge: -1
DFT total energy in eV: -15655.73080
Gap between HOMO and LUMO in eV: 7.29
Energy relative to the best compared isomer or geometry (same formula, charge and spin) in eV: 0.570
Highest occupied orbital energy in eV: -3.7

Positions of all 23 atoms, in Å:
1 C -3.760 -2.944 0.698
2 C -3.026 -1.580 0.774
3 O -1.781 -1.735 1.133
4 O -3.614 -0.530 0.577
5 H -2.995 -3.620 0.326
6 H -4.497 -2.844 -0.095
7 H -4.117 -3.294 1.664
8 C 2.948 2.122 -2.053
9 C 0.229 0.034 -0.348
10 C 0.340 0.331 1.035
11 C 1.057 0.669 -1.267
12 C 2.114 1.514 -0.953
13 C 1.543 1.050 1.309
14 C 2.355 1.722 0.420
15 O -0.341 -0.088 2.066
16 H -0.613 -0.540 -0.722
17 H 0.951 0.416 -2.322
18 H 1.731 1.249 2.360
19 H -1.253 -0.860 1.679
20 H 2.814 3.196 -2.141
21 H 2.696 1.618 -2.990
22 H 3.241 2.277 0.706
23 H 3.980 1.838 -1.856

=====

Entry 7:
C9H11P in the gas phase in a non-equilibrium geometry. Source: OMol25; level of theory: ωB97M-V/def2-TZVPD.

Values from the calculation:
SMILES string: P[C@@H]1CCc2ccccc21
DFT total energy in eV: -18797.55668
Gap between HOMO and LUMO in eV: 9.55
Energy relative to the best compared isomer or geometry (same formula, charge and spin) in eV: 0.620
Highest occupied orbital energy in eV: -8.6

Positions of all 21 atoms, in Å:
1 C 2.660 0.391 0.421
2 C 2.151 1.611 -0.183
3 C 1.849 -0.752 0.566
4 C 0.789 1.665 -0.540
5 C 0.533 -0.624 0.157
6 C 0.055 0.538 -0.333
7 C -0.490 -1.671 0.377
8 C -1.710 -1.361 -0.591
9 C -1.605 0.157 -0.705
10 P -2.679 1.008 0.594
11 H 3.699 0.204 0.436
12 H 2.581 2.582 -0.049
13 H 2.233 -1.565 1.052
14 H 0.283 2.348 -1.180
15 H 0.025 -2.563 0.034
16 H -0.613 -1.682 1.432
17 H -1.468 -1.974 -1.455
18 H -2.663 -1.528 -0.191
19 H -1.684 0.419 -1.725
20 H -2.145 2.344 0.180
21 H -1.802 0.453 1.703

=====

Entry 8:
A molecular structure, C9H12AsCl2OPtS5. Source: OMol25; level of theory: ωB97M-V/def2-TZVPD.

Values from the calculation:
Total charge: -1
DFT total energy in eV: -154883.80819
Gap between HOMO and LUMO in eV: 5.64
Energy relative to the best compared isomer or geometry (same formula, charge and spin) in eV: 1.292
Highest occupied orbital energy in eV: -3.7

Positions of all 31 atoms, in Å:
1 Pt 0.731 3.137 -0.104
2 S 3.296 6.277 -1.717
3 As 2.645 5.668 0.173
4 S 2.829 3.416 0.446
5 S 0.410 5.319 0.197
6 S 3.269 6.722 1.867
7 Cl -5.058 2.500 0.216
8 C -3.789 3.728 0.063
9 Cl -2.181 3.009 -0.015
10 H -3.822 4.367 0.935
11 H -3.957 4.284 -0.851
12 C 0.530 -5.641 -0.766
13 C 0.384 -4.154 -0.588
14 C 1.487 -3.313 -0.684
15 C 1.357 -1.936 -0.555
16 C 0.103 -1.403 -0.315
17 C -1.018 -2.217 -0.232
18 C -0.869 -3.588 -0.356
19 S -0.078 0.366 -0.185
20 C -0.040 0.394 1.608
21 O 1.247 0.968 -0.641
22 H 1.568 -5.951 -0.652
23 H 0.198 -5.948 -1.760
24 H -0.072 -6.188 -0.039
25 H 2.466 -3.739 -0.871
26 H 2.210 -1.275 -0.642
27 H -1.998 -1.784 -0.066
28 H -1.739 -4.230 -0.286
29 H 0.818 -0.187 1.942
30 H -0.976 -0.036 1.967
31 H 0.050 1.437 1.911

=====

Entry 9:
C9H12B2O4 in the gas phase in a non-equilibrium geometry. Source: OMol25; level of theory: ωB97M-V/def2-TZVPD.

Values from the calculation:
SMILES string: C/C(B(O)O)=C(\B(O)O)c1ccccc1
DFT total energy in eV: -19074.27229
Gap between HOMO and LUMO in eV: 8.45
Energy relative to the best compared isomer or geometry (same formula, charge and spin) in eV: 0.000
Highest occupied orbital energy in eV: -8.2

Positions of all 27 atoms, in Å:
1 B 0.280 -1.743 1.637
2 B -1.932 0.957 -0.577
3 C 2.675 1.174 -1.895
4 C 1.535 0.517 -2.386
5 C 2.898 1.082 -0.543
6 C 0.618 -0.128 -1.606
7 C 1.983 0.514 0.317
8 C 0.806 -0.043 -0.197
9 C -0.184 -0.636 0.658
10 C -1.541 -0.202 0.480
11 C -2.734 -0.594 1.382
12 O -0.408 -2.052 2.728
13 O 1.438 -2.418 1.320
14 O -2.037 2.209 0.026
15 O -2.189 0.820 -1.930
16 H 3.271 1.836 -2.530
17 H 1.326 0.440 -3.506
18 H 3.710 1.719 -0.135
19 H -0.200 -0.759 -1.913
20 H 2.211 0.631 1.397
21 H -3.643 -1.040 0.963
22 H -2.809 0.306 1.938
23 H -2.379 -1.426 1.940
24 H -0.035 -2.742 3.425
25 H 1.719 -3.063 1.890
26 H -2.243 2.888 -0.634
27 H -2.138 1.753 -2.248